Entry 1:
A molecular structure, C18H25F3N4O6RhS2SbSe4Si. Source: the OMol25 dataset; level of theory: the ωB97M-V functional and the def2-TZVPD basis.

ORCA input file:
```
! wB97M-V def2-TZVPD RIJCOSX def2/J DEFGRID3
* xyz -2 5
H -0.907 1.701 3.363
C -0.479 -2.153 -2.099
H -3.225 -5.208 -2.488
H -0.386 1.735 5.079
H -2.947 -6.205 -3.902
C -0.574 -4.493 -5.507
C -1.200 -2.680 -3.178
N 0.894 3.373 1.533
H 3.246 2.417 2.302
F 5.064 -0.331 -1.832
O -1.943 4.453 -0.297
N -0.582 -0.871 -1.705
H 1.431 4.861 4.531
H -0.554 -5.498 -5.919
N -0.900 4.596 0.348
Se 0.149 -3.785 4.689
C -1.075 2.143 4.342
C -2.011 -1.793 -3.863
H 2.466 4.526 2.267
Rh 0.585 -0.960 0.150
N 0.441 1.326 0.846
H 1.532 3.120 4.200
H 1.072 -5.402 -2.762
H -0.235 -5.780 -1.674
C 1.296 2.076 1.527
Se 1.920 -1.803 1.733
C 1.387 4.397 2.418
H -2.649 2.525 5.726
H 2.365 1.105 3.102
Si -1.101 -4.507 -3.664
C -2.063 -0.451 -3.500
H 0.418 -4.067 -5.627
S 0.594 -3.079 -1.136
C -0.266 3.436 0.780
C -1.328 -0.036 -2.409
S -0.718 3.915 4.193
Sb 0.268 -1.537 3.727
C -2.889 -5.189 -3.521
H -1.379 1.785 -0.167
C -2.514 2.000 4.784
Se -1.370 -1.436 1.216
H -2.622 -2.143 -4.686
C 2.637 -0.167 -2.081
Se 1.661 -0.133 5.319
C -0.535 2.143 0.388
H -3.601 -4.588 -4.080
O -0.359 5.695 0.544
O 1.962 -0.530 -3.022
F 4.258 1.662 -1.980
H -2.672 0.260 -4.039
H -0.029 -6.716 -3.148
H -2.765 0.948 4.917
C 4.085 0.393 -2.411
F 4.358 0.409 -3.730
H 0.876 5.324 2.139
H -1.345 0.998 -2.089
O -1.440 4.443 3.065
C 0.033 -5.716 -2.724
H 3.005 0.867 1.472
H -3.177 2.439 4.041
C 1.094 4.063 3.875
O -0.963 4.563 5.458
C 2.548 1.600 2.140
O 2.413 -0.138 -0.856
H -1.254 -3.901 -6.113
*
```

Calculated values
<S²>: 6.036
E_tot (hartree): -12713.46964
Gap between HOMO and LUMO (alpha / beta) (eV): 4.88 / 5.27
HOMO (alpha / beta) (eV): -1.523 / -2.034

Atom charges from the Mulliken analysis, given in e for atoms 1 to 5: -0.260 1.153 0.340 0.122 0.310

=====

Entry 2:
A single C4H6N2O molecule. Source: the OMol25 dataset; level of theory: the ωB97M-V functional and the def2-TZVPD basis.

ORCA input file:
```
! wB97M-V def2-TZVPD RIJCOSX def2/J DEFGRID3
* xyz 0 1
H 0.730 2.134 0.145
N 1.791 0.818 -0.447
H 0.386 0.198 1.395
H -1.876 -1.984 -0.344
C 0.792 0.028 -0.289
C -1.119 -1.212 -0.227
O -0.215 2.046 0.513
H 2.698 0.429 -0.643
N -1.470 -0.015 0.316
H 0.709 -2.192 -0.869
C 0.220 -1.300 -0.514
H -2.402 0.363 0.410
C -0.246 0.687 0.554
*
```

Calculated values
E_tot (hartree): -340.70685
Gap between HOMO and LUMO (eV): 9.31
SMILES: [H]/N=C1\C=CN[C@@H]1O
HOMO (eV): -8.516

Atom charges from the Mulliken analysis, given in e for atoms 1 to 5: 0.392 -0.790 0.143 0.381 0.552

=====

Entry 3:
A molecular structure, C5H8O. Source: the OMol25 dataset; level of theory: the ωB97M-V functional and the def2-TZVPD basis.

ORCA input file:
```
! wB97M-V def2-TZVPD RIJCOSX def2/J DEFGRID3
* xyz 0 1
H -1.133 0.792 -1.175
H 1.752 1.695 -0.603
H 1.358 0.115 1.537
C 0.845 1.112 -0.412
H 0.089 1.351 1.603
C 0.510 0.550 0.990
O 0.738 0.052 -1.266
H 0.551 -2.200 -0.234
C -0.566 -0.364 -0.940
H -1.249 -2.424 -0.142
C -0.431 -1.711 -0.196
C -0.585 -0.430 0.576
H -0.311 1.761 -0.765
H -1.567 -0.301 1.027
*
```

Calculated values
E_tot (hartree): -270.38778
Gap between HOMO and LUMO (eV): 10.45
HOMO (eV): -9.277

Atom charges from the Mulliken analysis, given in e for atoms 1 to 5: 0.273 0.349 0.280 -0.379 0.284

=====

Entry 4:
8 unconnected molecules or ions with the total composition C30H58BIO25. Source: the OMol25 dataset; level of theory: the ωB97M-V functional and the def2-TZVPD basis.

ORCA input file:
```
! wB97M-V def2-TZVPD RIJCOSX def2/J DEFGRID3
* xyz 0 1
H -0.383 -0.140 3.400
O 1.289 -6.088 -13.451
O 0.890 -2.101 -7.889
O -9.393 4.459 7.309
H -0.486 11.057 1.282
C -0.951 8.541 0.660
H 1.933 -0.794 -4.017
H -3.225 -1.257 0.165
H 5.134 -1.813 2.849
H -1.738 3.183 5.040
H -2.963 2.122 1.390
H -1.721 -0.651 1.769
H 6.815 2.855 4.260
O 6.607 0.332 3.429
O 1.926 -3.569 -6.499
H -3.317 2.215 5.089
C -2.199 6.611 0.301
O -2.948 4.526 2.610
H 0.952 11.123 0.251
H 0.336 -2.330 4.076
O -1.351 7.626 -0.237
H -7.155 5.449 3.873
H -1.830 5.455 5.754
H 3.649 -1.407 1.975
H 1.417 -8.596 -10.531
H -10.839 2.990 7.585
O -1.245 8.563 1.830
O 1.701 -3.897 3.968
C 2.291 -8.535 -11.183
C 1.560 -6.597 -12.238
H -10.477 4.016 8.982
H -4.015 0.385 0.383
H -9.316 2.764 8.511
C -7.572 4.556 4.340
C -4.021 4.784 5.643
H -3.004 -0.335 4.651
H 3.117 -8.033 -10.675
O -1.461 -1.555 5.532
H -2.459 5.929 -0.510
C -1.946 -0.256 5.112
O 4.363 0.094 3.167
C -0.937 0.533 4.132
O 2.271 -5.131 2.275
O 1.456 -6.015 -11.186
H -6.753 3.872 4.568
C -3.048 -0.124 0.066
H -1.679 6.044 1.075
O 1.966 -7.865 -12.400
H 2.606 -9.549 -11.435
C -8.804 3.947 6.216
O 5.222 -5.937 -4.367
C -1.809 0.235 1.060
H -0.142 1.115 4.730
C 1.292 -2.636 4.502
H 2.810 -6.311 0.695
C 6.182 2.409 5.030
H 5.182 -0.710 1.431
H 1.603 -5.076 0.305
H 2.057 -1.876 4.324
H 0.956 10.054 1.663
H 0.371 -2.702 -9.773
C 3.871 -6.378 -4.245
H 3.325 -4.623 0.554
H -2.959 6.348 6.920
H 6.919 -2.962 -2.608
H 6.767 1.752 5.677
H 8.495 -3.704 -2.927
H 3.654 -7.029 -5.092
O 6.902 -4.782 -3.615
B -1.866 1.670 3.378
O 1.749 -2.949 1.904
H 7.469 -4.382 -1.654
C 2.012 -1.702 -4.615
C 5.472 0.672 3.655
H -1.151 2.374 1.376
C 1.893 -3.896 2.641
H 0.654 -4.430 -14.461
C 0.334 10.468 0.866
C 1.463 -2.480 -6.736
C 2.512 -5.278 0.876
H -2.091 0.397 6.056
C 0.842 -4.734 -13.431
H 1.471 -2.500 -4.104
H 3.734 -6.952 -3.325
C -2.577 2.747 4.380
H -0.090 -4.644 -12.868
O -0.167 9.429 0.027
H -8.275 4.097 3.641
C 0.853 -3.119 -8.889
C 7.464 -3.908 -2.638
O 4.952 -4.752 -2.449
O -8.240 4.957 5.535
O 5.097 1.696 4.439
C 4.612 -1.020 2.309
I -2.598 0.242 -2.041
H -0.865 0.254 0.399
H 1.864 -3.429 -9.161
C -2.878 5.907 5.872
H 3.070 -1.956 -4.718
H -3.120 7.046 0.694
H 5.762 3.210 5.639
O -8.785 2.783 5.901
H -2.268 -2.017 5.864
H 3.184 -5.530 -4.278
C -1.974 1.668 1.763
C -10.038 3.491 8.133
H 1.611 -4.081 -13.012
C -3.307 3.955 3.650
C 5.624 -5.120 -3.381
H -3.083 6.747 5.127
O 1.432 -1.437 -5.892
H 0.267 -3.975 -8.547
O -4.428 4.179 6.657
O -4.504 4.474 4.310
H 1.167 -2.753 5.578
*
```

Calculated values
E_tot (hartree): -3381.41311
Gap between HOMO and LUMO (eV): 9.29
SMILES: CC(=O)OC(=O)CB(CCO)CCCI.COC(=O)OC.COC(=O)OC.COC(=O)OC.COC(=O)OC.COC(=O)OC.COC(=O)OC.COC(=O)OC
HOMO (eV): -9.425

Atom charges from the Mulliken analysis, given in e for atoms 1 to 5: 0.150 -0.306 -0.353 -0.325 0.287